Entry 1:
Computed, not measured: the molecule C7H8, with ωB97M-V/def2-TZVPD.

* energy above the lowest of the compared OMol25 structures with the same formula, charge and spin: 122.64 kcal/mol
* structure (SMILES): C#CCCC1=CC1
* gap between HOMO and LUMO: 10.157 eV
* max |F|: 4.4 eV Å⁻¹
* HOMO: -0.336 Ha

Cartesian coordinates (Å):
1 C 2.214 1.116 0.230
2 C 3.208 1.742 -0.071
3 C 1.024 0.417 0.645
4 C -0.043 0.561 -0.434
5 C -2.165 -1.313 -0.688
6 C -1.737 -1.331 0.708
7 C -1.105 -0.473 -0.052
8 H 0.970 -0.718 0.759
9 H 0.597 0.728 1.639
10 H -0.499 1.522 -0.572
11 H 0.409 0.226 -1.389
12 H -1.866 -2.167 -1.343
13 H -3.201 -0.917 -0.836
14 H 3.988 2.496 -0.116
15 H -1.795 -1.890 1.521


Entry 2:
Computed, not measured: the molecule C3H7OPS2, with ωB97M-V/def2-TZVPD.

* energy above the lowest of the compared OMol25 structures with the same formula, charge and spin: 98.34 kcal/mol
* gap between HOMO and LUMO (alpha / beta): 4.649 / 8.940 eV
* max |F|: 3.6 eV Å⁻¹
* HOMO (alpha / beta): -0.260 / -0.328 Ha

Cartesian coordinates (Å):
1 C -2.364 -1.142 0.826
2 C 0.030 -1.323 -0.574
3 C 1.578 1.548 -1.065
4 O 0.899 1.020 0.205
5 P 1.044 -0.434 0.774
6 S 2.703 -1.392 0.042
7 S -1.707 -1.055 -0.728
8 H -1.647 -1.321 1.570
9 H -3.409 -0.861 0.917
10 H 0.488 -1.010 -1.643
11 H 0.271 -2.424 -0.470
12 H 1.851 2.632 -1.095
13 H 0.883 1.184 -1.762
14 H 2.490 0.923 -1.148


Entry 3:
Computed, not measured: the molecule C5H10N2O, with ωB97M-V/def2-TZVPD.

* energy above the lowest of the compared OMol25 structures with the same formula, charge and spin: 107.65 kcal/mol
* gap between HOMO and LUMO (alpha / beta): 7.355 / 7.359 eV
* max |F|: 0.8 eV Å⁻¹
* HOMO (alpha / beta): -0.247 / -0.247 Ha

Cartesian coordinates (Å):
1 C 0.688 -0.052 2.414
2 C -1.556 -0.748 -1.047
3 C 0.424 0.549 -0.014
4 C -0.193 -0.134 -1.071
5 N 0.492 -0.264 -2.253
6 C -0.441 1.402 0.815
7 O 1.792 0.760 -0.066
8 N -0.388 0.160 1.445
9 H 2.234 -0.102 -0.083
10 H -0.039 -0.461 -3.087
11 H 1.303 0.322 -2.392
12 H -1.424 1.674 0.427
13 H 1.095 -1.061 2.304
14 H 0.219 0.009 3.398
15 H 1.489 0.693 2.364
16 H -2.213 -0.263 -1.778
17 H -1.487 -1.806 -1.319
18 H -1.995 -0.680 -0.057


Entry 4:
Computed, not measured: C42H36BrN6O7Ru as an isolated structure, with ωB97M-V/def2-TZVPD.

* energy above the lowest of the compared OMol25 structures with the same formula, charge and spin: 77.63 kcal/mol
* <S²>: 8.840
* gap between HOMO and LUMO (alpha / beta): 5.074 / 5.356 eV
* max |F|: 0.3 eV Å⁻¹
* HOMO (alpha / beta): -0.226 / -0.286 Ha
* spin multiplicity: 6

Cartesian coordinates (Å):
1 Ru -1.500 1.060 -0.809
2 O 2.662 -0.866 2.426
3 C 3.290 0.322 2.365
4 C 4.670 0.438 2.497
5 C 5.268 1.684 2.410
6 C 4.514 2.837 2.204
7 C 3.147 2.730 2.087
8 C 2.515 1.480 2.167
9 C 1.098 1.456 1.954
10 O 1.241 2.253 -0.523
11 N 0.383 0.378 1.948
12 N -0.964 0.406 1.616
13 C -1.663 -0.398 2.423
14 C -2.985 -0.601 2.243
15 Br -3.888 1.078 -0.770
16 C -4.253 -0.804 2.078
17 C -4.839 -1.813 1.177
18 C -4.039 -2.771 0.556
19 C -4.594 -3.664 -0.341
20 C -5.955 -3.614 -0.617
21 C -6.758 -2.672 0.008
22 C -6.201 -1.771 0.904
23 H 3.258 -1.628 2.196
24 H 5.259 -0.452 2.682
25 H 6.343 1.758 2.512
26 H 4.997 3.801 2.129
27 H 2.532 3.603 1.907
28 H 0.566 2.388 1.788
29 H 0.836 -0.535 2.067
30 H -1.151 -0.919 3.230
31 H -4.941 -0.136 2.595
32 H -2.978 -2.808 0.772
33 H -3.959 -4.390 -0.832
34 H -6.389 -4.309 -1.324
35 H -7.817 -2.630 -0.209
36 H -6.822 -1.020 1.378
37 C -0.552 4.779 3.086
38 C -1.530 3.799 2.960
39 C -1.832 3.259 1.720
40 C -1.140 3.675 0.576
41 C -0.188 4.695 0.699
42 C 0.100 5.232 1.943
43 N -1.378 3.033 -0.635
44 N -1.052 3.745 -1.744
45 C -1.170 2.973 -2.854
46 C -0.994 3.524 -4.133
47 C -1.130 2.714 -5.244
48 C -1.439 1.363 -5.107
49 C -1.602 0.796 -3.842
50 C -1.461 1.595 -2.731
51 H -0.321 5.203 4.054
52 H -2.076 3.465 3.833
53 H -2.612 2.515 1.616
54 H 0.321 5.039 -0.190
55 H 0.845 6.015 2.023
56 H -0.762 4.578 -4.222
57 H -1.000 3.136 -6.233
58 H -1.550 0.742 -5.987
59 H -1.848 -0.252 -3.731
60 O 3.985 -2.980 1.427
61 C 4.925 -2.647 0.399
62 N 4.571 -1.433 -0.279
63 C 3.289 -1.374 -0.791
64 O 2.634 -2.410 -0.869
65 C 2.771 -0.026 -1.084
66 C 3.665 1.028 -1.401
67 C 3.286 2.343 -1.720
68 C 2.084 2.888 -1.409
69 N 0.580 1.072 -0.983
70 C 1.382 0.020 -1.084
71 H 3.187 -3.237 0.930
72 H 4.967 -3.468 -0.315
73 H 5.894 -2.523 0.875
74 H 4.953 -0.569 0.073
75 H 4.700 0.759 -1.576
76 H 3.986 2.965 -2.265
77 H 1.735 3.859 -1.735
78 H 0.866 -0.928 -1.157
79 O -0.133 -2.410 0.933
80 C -0.293 -3.458 0.083
81 C 0.268 -4.682 0.433
82 C 0.110 -5.776 -0.396
83 C -0.611 -5.668 -1.582
84 C -1.173 -4.452 -1.922
85 C -1.028 -3.332 -1.106
86 C -1.671 -2.045 -1.553
87 O -2.361 -1.988 -2.544
88 O -1.370 -1.015 -0.780
89 H -0.614 -1.673 0.463
90 H 0.816 -4.755 1.364
91 H 0.553 -6.724 -0.116
92 H -0.729 -6.525 -2.231
93 H -1.741 -4.331 -2.835